# 1
The following is a quantum chemistry calculation of 10 unconnected molecules or ions with the total composition C39H101N3O21S7, from the OMol25 dataset.

Structure (XYZ):
```
171
Properties=species:S:1:pos:R:3:forces:R:3
C -0.761328 2.898965 -4.990112 -1.560 -0.574 -0.368
C 0.122256 4.117460 -5.105571 1.447 -1.164 0.783
O -0.395651 5.023604 -6.081229 -0.485 0.771 -0.202
S -0.403092 6.599898 -5.843844 0.326 0.523 0.320
C 1.117119 7.134431 -6.661567 0.751 0.030 0.586
O -1.491338 7.146591 -6.593379 0.293 -0.471 0.001
O -0.323195 6.852405 -4.429620 0.199 -0.069 -0.571
H -1.675088 3.116399 -4.429607 0.039 0.289 -0.030
H -0.411798 1.974220 -4.527357 0.909 0.497 0.265
H -1.109863 2.521536 -5.956291 0.169 0.394 -0.208
H 0.293107 4.551326 -4.120465 -0.495 0.504 -0.140
H 1.130185 3.844085 -5.428745 -0.067 -0.128 -0.287
H 1.247946 6.634166 -7.616346 -0.310 0.055 -0.064
H 2.012430 6.962222 -6.057241 -0.351 -0.722 0.257
H 1.195051 8.217830 -6.755412 -0.906 0.011 -0.252
C -5.199154 1.954731 -1.857980 -1.145 -0.239 -0.547
C -5.207763 0.613310 -2.516421 1.488 -2.216 1.006
O -3.979053 0.525482 -3.344587 -0.104 -0.010 -1.532
S -3.909159 -0.528535 -4.555660 0.360 -0.703 -0.750
C -4.966839 0.290815 -5.774370 1.150 -0.364 0.668
O -2.558446 -0.662966 -5.038095 -0.640 1.168 0.582
O -4.524229 -1.779186 -4.188529 -0.514 0.696 0.393
H -4.248040 2.174378 -1.386197 0.111 0.251 -0.266
H -5.989171 1.988167 -1.104822 0.072 -0.095 0.048
H -5.532443 2.624190 -2.655188 0.593 0.627 0.341
H -4.964405 -0.241502 -1.874576 -0.572 0.543 0.738
H -6.140347 0.294907 -2.986542 0.183 0.540 -0.652
H -4.856046 -0.230168 -6.721321 -0.331 -0.394 0.171
H -4.580016 1.292910 -5.942058 -0.258 0.167 0.350
H -5.935486 0.213698 -5.291532 -0.301 0.315 -0.559
C 1.294438 -4.797149 -3.320409 -0.959 0.400 0.224
C 2.352554 -3.792188 -2.826412 -1.738 -2.215 -0.153
O 3.539847 -4.219551 -3.497645 0.966 0.815 -1.006
S 4.836271 -3.266675 -3.519204 -0.544 -1.009 0.981
C 5.466268 -3.737681 -1.877466 -0.362 1.659 -0.568
O 5.745704 -3.750369 -4.509838 -0.407 -0.034 0.235
O 4.365585 -1.916112 -3.562099 0.380 0.017 0.295
H 0.296913 -4.436573 -3.039717 0.127 0.022 0.344
H 1.367554 -5.802220 -2.912182 0.335 -0.014 -0.090
H 1.208224 -4.823461 -4.406468 0.541 -0.069 -0.056
H 1.880206 -2.834685 -3.035140 1.222 0.569 -0.112
H 2.496667 -3.989264 -1.763508 0.005 0.541 0.128
H 5.836006 -4.754019 -1.885727 0.129 0.024 -0.114
H 4.667965 -3.573945 -1.154147 -0.164 -0.261 -0.112
H 6.189648 -2.955437 -1.644142 0.422 -0.427 0.026
C -2.149557 7.769374 1.027533 -1.455 0.041 -0.452
C -1.051018 6.790366 0.670926 1.170 1.952 0.367
O -1.491994 5.455188 0.751910 -0.044 -1.141 -0.719
S -0.562992 4.247302 0.149699 -1.048 0.759 1.356
C -0.364873 3.322171 1.663847 -0.270 0.274 -0.864
O -1.394037 3.498918 -0.751956 0.644 0.445 0.085
O 0.693032 4.800674 -0.241147 0.108 -0.066 -0.386
H -2.630061 7.572314 1.986698 0.427 0.026 0.214
H -2.999608 7.782283 0.334115 0.217 -0.588 -0.250
H -1.853172 8.816913 0.957399 0.642 -0.174 0.388
H -0.597494 7.087148 -0.278475 -0.400 -0.580 -0.319
H -0.224952 6.966921 1.372837 -0.100 -0.359 0.166
H -1.365299 3.082989 2.015597 0.340 0.016 -0.048
H 0.154390 3.916222 2.407464 0.313 -0.022 -0.164
H 0.172313 2.441459 1.312767 0.092 -0.154 0.514
C 3.173535 -1.197966 7.580112 0.226 -0.527 0.171
C 3.583818 -0.880583 6.167998 -0.288 -0.415 -0.275
O 2.983397 0.374632 5.744288 -0.583 0.092 -0.621
S 2.952938 0.644858 4.164508 0.857 0.988 -1.422
C 4.559065 1.497116 4.000348 -1.065 -0.407 1.324
O 2.965615 -0.596362 3.432487 0.010 0.237 0.709
O 1.945186 1.613823 3.800905 0.511 -0.739 1.109
H 3.773335 -2.051853 7.908074 0.198 0.142 0.016
H 2.158178 -1.591668 7.608909 -0.179 0.492 0.043
H 3.327178 -0.388231 8.289277 -0.119 0.073 -0.071
H 4.661959 -0.819557 6.014054 0.037 0.107 0.201
H 3.196664 -1.672371 5.527486 0.160 0.086 -0.155
H 5.344504 0.837244 4.360295 0.079 -0.227 -0.573
H 4.493979 2.259107 4.778082 -0.078 0.364 -0.356
H 4.670580 1.910502 3.006228 0.079 -0.159 -0.068
C -4.559022 -3.189050 2.870092 -0.672 0.950 0.928
C -4.348490 -2.397448 1.589796 0.463 -1.269 0.733
O -5.629238 -1.975325 1.096959 -0.167 -0.368 -1.013
S -6.429925 -2.997019 0.107931 -0.033 -0.250 -0.463
C -5.355150 -2.986723 -1.340084 -0.639 -0.140 -0.124
O -6.490483 -4.327196 0.678873 0.421 1.204 -0.287
O -7.657352 -2.323131 -0.219742 0.757 -0.162 0.372
H -3.645706 -3.257030 3.462999 0.078 -0.312 -0.209
H -5.126167 -4.115350 2.829619 0.475 -0.265 -0.592
H -5.232943 -2.557029 3.464025 0.192 0.062 0.150
H -3.720234 -1.542958 1.844341 -0.520 0.450 -0.252
H -3.760651 -2.962500 0.861990 -0.319 -0.042 -0.222
H -5.604988 -3.802288 -2.017819 -0.046 -0.380 0.481
H -4.317166 -3.059938 -1.040963 0.090 0.000 -0.117
H -5.572671 -2.115933 -1.952382 0.144 0.251 0.460
C 0.214504 -4.337093 2.530294 0.375 0.512 -0.778
C 0.149239 -4.979585 1.155920 0.886 -0.393 -0.304
O -1.118503 -4.763373 0.494848 0.049 -0.593 -0.253
S -1.640908 -5.968088 -0.443708 -1.179 -0.190 0.067
C -2.464272 -6.978338 0.801131 0.583 0.687 -0.725
O -2.650820 -5.367309 -1.267091 0.454 -0.029 0.323
O -0.577559 -6.723159 -1.042210 0.050 0.546 0.398
H 0.380787 -3.263371 2.420789 -0.663 0.048 0.128
H 1.143173 -4.641933 3.014970 -0.213 -0.465 0.169
H -0.669482 -4.556328 3.121847 0.081 -0.029 0.165
H 0.908022 -4.597837 0.467239 0.025 0.286 0.252
H 0.387600 -6.045956 1.197638 -0.403 -0.068 0.179
H -3.022597 -6.234532 1.359567 -0.171 -0.291 0.344
H -1.682432 -7.485292 1.359740 -0.154 0.016 0.241
H -3.115798 -7.685094 0.297297 0.011 0.007 -0.063
C -1.502149 -1.363321 -1.578740 -0.587 -0.284 0.325
C -0.703800 -0.138727 -1.176642 0.328 0.076 0.406
N 0.649058 -0.424530 -0.721988 0.555 -0.651 0.349
C 0.772115 -1.142202 0.554956 0.159 2.021 -0.091
C 2.068642 -1.921569 0.689380 0.036 -1.489 -0.621
C 1.587412 0.686290 -0.812597 0.993 -0.065 -2.316
C 2.449814 0.440019 -2.073527 0.088 -0.079 0.229
H -1.780275 -2.046859 -0.769623 0.572 -0.077 0.146
H -0.972337 -1.904109 -2.361844 -0.081 -0.136 0.025
H -2.490768 -1.082756 -1.951926 0.218 0.294 -0.298
H -0.614387 0.442221 -2.096393 -0.016 0.406 0.241
H -1.194390 0.447362 -0.384073 -0.460 0.142 -0.342
H 0.829106 -0.354066 1.324409 -0.418 -0.235 0.437
H -0.160126 -1.684016 0.701483 0.281 -0.527 0.097
H 2.957056 -1.429536 1.078058 -0.363 0.534 0.153
H 1.899107 -2.798856 1.320575 0.246 0.202 0.090
H 2.375383 -2.328269 -0.280715 -0.216 0.078 -0.065
H 2.310850 0.801519 -0.003453 -0.527 -0.276 0.555
H 1.170679 1.672510 -1.045411 -0.730 -0.037 0.695
H 3.008785 -0.491744 -1.991016 0.082 0.051 0.063
H 3.151299 1.262916 -2.237662 -0.030 -0.028 -0.126
H 1.800544 0.324533 -2.943078 0.014 0.155 -0.053
C 6.236911 -1.423685 2.861282 -0.214 0.551 -0.361
C 7.134471 -0.398113 2.175024 -0.307 -0.260 -0.019
N 6.998602 -0.639266 0.720359 0.840 0.686 0.761
C 6.911387 0.632872 -0.024595 -0.278 -1.276 -0.451
C 5.504881 1.213637 0.013689 -0.163 0.939 1.622
C 8.099734 -1.472225 0.198161 -0.925 0.713 -2.141
C 9.470371 -0.789097 -0.015697 -0.611 -0.257 1.853
H 6.120395 -1.246061 3.933463 0.439 -0.527 0.080
H 6.577903 -2.410980 2.552386 0.021 -0.202 0.639
H 5.233352 -1.321029 2.446509 -0.006 0.063 -0.043
H 6.849101 0.615484 2.472858 -0.309 0.027 -0.423
H 8.178039 -0.445456 2.513823 0.020 -0.341 -0.067
H 7.730663 1.269252 0.323645 -0.295 0.561 -0.307
H 7.065181 0.357635 -1.072334 0.401 0.163 0.031
H 5.389967 1.971497 0.803067 0.313 0.162 -0.135
H 5.205529 1.720331 -0.899627 -0.032 -0.305 -0.151
H 4.776965 0.477215 0.360880 0.045 -0.349 -0.703
H 7.738434 -1.625044 -0.828524 0.136 -0.562 0.011
H 8.078566 -2.460491 0.653792 0.414 0.166 0.408
H 9.404715 0.021268 -0.733187 0.089 -0.191 -0.281
H 10.235558 -1.523651 -0.250811 0.051 0.103 -0.250
H 9.722633 -0.332784 0.948704 0.445 0.046 -0.134
C -3.447020 2.107459 4.574321 0.057 -0.208 -1.547
C -4.582225 1.420175 3.769785 0.562 1.451 -0.609
N -5.097100 2.322464 2.688618 0.963 -0.739 0.356
C -6.085108 1.620492 1.855012 -0.406 0.524 -0.068
C -6.987360 0.579581 2.526431 0.366 0.378 -1.091
C -4.016696 2.813776 1.802389 -1.329 0.625 -0.545
C -3.090536 1.781170 1.234250 0.659 -1.244 0.453
H -3.500923 1.998532 5.650251 -0.092 0.333 0.050
H -3.338310 3.112813 4.165852 -0.335 0.383 1.009
H -2.522415 1.658426 4.200027 0.165 -0.208 0.556
H -4.052653 0.568425 3.332483 -0.873 -0.702 0.034
H -5.474227 1.213298 4.346579 0.328 -0.620 0.321
H -6.754623 2.362691 1.401659 0.131 0.322 0.268
H -5.631460 1.170970 0.960323 0.201 -0.406 0.282
H -7.763316 0.493103 1.762453 -0.351 -0.488 0.422
H -6.474689 -0.375358 2.581941 -0.162 -0.056 0.371
H -7.417054 0.887972 3.475504 -0.019 0.056 -0.019
H -3.431144 3.625456 2.241206 -0.184 -0.049 0.272
H -4.562321 3.300592 0.984116 0.148 0.060 -0.005
H -2.572795 2.108252 0.332023 -0.187 -0.051 0.198
H -3.552508 0.806782 1.050300 -0.316 0.203 -0.293
H -2.335856 1.536042 1.994037 0.016 -0.108 -0.268
```
Forces are in eV/Å.

Output
calculated total energy	-165388.45152	eV
lowest unoccupied orbital energy	0.089	eV
HOMO-LUMO gap	7.938	eV
energy above the lowest of the compared OMol25 structures with the same formula, charge and spin	0.0	kcal per mole
SMILES	CCOS(C)(=O)=O.CCOS(C)(=O)=O.CCOS(C)(=O)=O.CCOS(C)(=O)=O.CCOS(C)(=O)=O.CCOS(C)(=O)=O.CCOS(C)(=O)=O.CCN(CC)CC.CCN(CC)CC.CCN(CC)CC


# 2
The following is a quantum chemistry calculation of a molecular structure, C33H44AsN4ORuSSi, from the OMol25 dataset.

Structure (XYZ):
```
86
Properties=species:S:1:pos:R:3:forces:R:3
Ru 1.463035 0.484522 -0.355004 1.261 -0.237 -1.599
C 3.763623 -1.633157 1.085244 0.203 -0.070 -0.634
C 3.716017 -1.916295 -0.422585 -0.006 -0.263 0.650
N 3.389352 -0.722145 -1.210216 -1.259 0.744 0.070
C 4.468268 0.220192 -1.521846 0.288 0.440 -0.077
C 4.957733 1.085544 -0.363707 -0.266 0.005 -0.042
S 3.624252 1.934300 0.574938 -0.678 -0.598 -0.307
C 3.835970 1.208869 2.251563 -0.216 -0.001 -0.171
C 2.858140 0.082547 2.596679 0.073 0.320 0.255
N 2.619714 -0.804531 1.465969 -1.340 0.248 -0.734
H 4.683201 -1.112046 1.347613 -0.046 -0.037 0.022
H 3.766067 -2.588235 1.626070 0.031 0.192 -0.033
H 2.916686 -2.640064 -0.601743 0.072 0.026 -0.088
H 4.664309 -2.368928 -0.738737 -0.119 0.077 -0.080
H 3.012864 -1.038359 -2.103020 -0.004 0.103 0.165
H 4.073304 0.884158 -2.297658 0.099 -0.145 0.015
H 5.344634 -0.307143 -1.927231 -0.173 0.038 -0.018
H 5.580914 1.882006 -0.774402 0.027 -0.126 0.054
H 5.554135 0.519415 0.345388 0.074 0.049 0.031
H 3.695938 2.030869 2.951857 0.086 -0.014 0.011
H 4.872255 0.884322 2.317864 0.039 0.096 0.038
H 1.894462 0.513988 2.882788 0.093 -0.080 0.023
H 3.268905 -0.468114 3.457406 -0.161 0.103 -0.090
H 1.809380 -1.395262 1.658804 0.035 0.133 0.011
C 1.011373 -1.670241 -3.745853 0.101 -0.013 0.038
C 0.657948 -0.218570 -3.768202 -0.561 -0.431 -1.098
C 0.114825 0.374191 -4.911361 0.378 -0.341 0.556
C -0.210131 1.723671 -4.884707 0.067 0.107 0.354
C -0.051897 2.444678 -3.718981 0.152 -0.237 0.124
C 0.478591 1.788666 -2.591002 -0.400 -0.329 -1.280
N 0.863569 0.487549 -2.668297 0.064 0.928 2.076
N 0.646258 2.301835 -1.375812 1.897 -1.713 1.540
Si -0.347564 3.375582 -0.442234 -1.169 -0.115 0.617
C -2.117561 2.705321 -0.766362 0.910 0.408 0.317
C -0.257276 5.220546 -0.867611 0.250 -0.940 0.220
C 0.262424 2.837603 1.295258 -0.271 0.240 -0.609
H 0.296006 -2.242536 -4.332303 0.024 -0.068 0.026
H 1.009449 -2.037065 -2.718255 -0.021 -0.091 -0.011
H 1.994054 -1.832357 -4.192189 0.073 -0.073 -0.007
H -0.030101 -0.211462 -5.805001 0.041 -0.102 -0.035
H -0.594851 2.197086 -5.775005 -0.076 0.093 -0.041
H -0.310054 3.487395 -3.655843 -0.075 0.172 0.014
H -2.389375 2.836400 -1.809394 -0.028 0.031 -0.213
H -2.855412 3.218541 -0.162743 -0.241 0.116 0.161
H -2.155522 1.638646 -0.540958 0.034 -0.003 -0.015
H -0.510466 5.380870 -1.910089 -0.068 0.004 -0.214
H 0.724904 5.642325 -0.689117 0.226 0.063 0.027
H -0.971619 5.773296 -0.268354 -0.203 0.062 0.173
H 0.394934 1.736130 1.277177 -0.253 0.365 0.278
H -0.439287 3.067693 2.089984 -0.194 -0.011 0.160
H 1.214821 3.297743 1.547565 0.160 0.062 0.000
O -0.194666 -0.835162 0.529237 1.839 0.857 -0.805
As -1.792821 -1.085532 0.922691 -0.954 -0.043 0.320
C -2.800945 -1.176512 -0.738850 0.192 0.053 0.483
C -2.204733 -1.975014 -1.708129 0.371 -0.093 0.178
C -2.768386 -2.077842 -2.966510 0.008 -0.005 0.022
C -3.939720 -1.393331 -3.250908 -0.001 -0.015 0.044
C -4.553702 -0.629250 -2.273021 -0.061 0.055 -0.027
C -3.988490 -0.515103 -1.012979 -0.101 0.046 0.246
C -2.269900 0.262653 2.252742 0.010 -0.501 -0.431
C -3.257338 1.225647 2.118091 -0.123 -0.083 -0.170
C -3.437139 2.161687 3.123979 -0.043 0.065 -0.002
C -2.642798 2.131836 4.256747 0.023 0.048 -0.016
C -1.657365 1.166728 4.393632 0.012 -0.062 -0.011
C -1.476925 0.225855 3.395687 0.194 -0.259 -0.082
C -1.759926 -2.804120 1.814357 -0.037 0.402 -0.144
C -0.603647 -3.568778 1.740709 0.209 0.227 -0.232
C -0.548899 -4.795487 2.380046 0.020 0.004 0.003
C -1.646978 -5.246313 3.095128 0.012 -0.044 0.003
C -2.796962 -4.476159 3.176027 -0.090 0.017 0.026
C -2.858899 -3.249485 2.534861 -0.093 0.141 -0.092
H -1.297922 -2.518931 -1.455118 -0.041 0.035 -0.159
H -2.309585 -2.699170 -3.720497 0.052 -0.076 -0.042
H -4.385716 -1.473395 -4.229214 -0.061 -0.006 -0.114
H -5.479906 -0.121672 -2.493035 -0.087 0.060 0.010
H -4.493575 0.065059 -0.252855 0.002 0.015 -0.078
H -3.898819 1.248023 1.250027 0.045 0.095 -0.014
H -4.199795 2.918366 3.024654 -0.116 0.033 -0.020
H -2.798513 2.855922 5.040371 -0.006 0.099 0.086
H -1.046544 1.145752 5.282020 0.072 -0.060 0.105
H -0.732203 -0.560493 3.500591 -0.027 0.116 0.076
H 0.241429 -3.187360 1.171576 -0.086 -0.138 0.064
H 0.344511 -5.399887 2.323321 0.050 -0.037 -0.016
H -1.605442 -6.205657 3.588754 -0.014 -0.052 0.055
H -3.644812 -4.833028 3.741083 -0.068 -0.010 0.022
H -3.754070 -2.639837 2.588436 -0.035 -0.071 0.081
```
Forces are in eV/Å.

Output
<S²>	1.00
calculated total energy	-125062.65963	eV
lowest unoccupied orbital energy (spin up / spin down)	-7.359 / -6.557	eV
charge	+2
HOMO-LUMO gap (spin up / spin down)	5.586 / 6.467	eV
energy above the lowest of the compared OMol25 structures with the same formula, charge and spin	102.3	kcal per mole
multiplicity	2


Per-record max |F|, eV/Å: 2.9; 3.0